74
Properties=species:S:1:pos:R:3:forces:R:3 method="wB97M-V/def2-TZVPD" gap_ev=7.911 charge=+1 largest_force_ev_per_a=4.0
P -5.5449 0.5742 -3.0884 1.4339 -0.6746 0.4390
C -4.7975 -0.0351 -1.4981 0.0615 -1.8388 1.7296
C -5.0171 -1.4170 -1.1384 -0.1139 -0.6076 -0.1920
C -4.4704 -2.0716 0.0502 0.9162 3.8544 -0.1162
C -3.6909 -1.1415 0.8868 -1.7517 -0.7312 -2.4762
C -3.5927 0.2283 0.4068 0.9807 -0.3427 1.6499
N -4.0736 0.7969 -0.7081 -0.7445 -1.3865 -0.3103
H -5.4430 1.9814 -3.2376 -0.2291 -0.5294 0.1833
H -4.7421 0.0025 -4.1281 -0.5810 0.3816 0.3574
H -6.8586 0.0919 -3.3051 0.3871 0.3309 0.1599
H -5.6330 -2.0409 -1.8365 0.5952 0.5587 0.7117
H -4.6475 -3.1319 0.3144 0.1002 0.8990 -0.3892
H -3.2196 -1.4842 1.8373 -0.4198 0.5968 -0.9604
H -3.0228 0.9186 1.0817 -0.5551 -0.5695 -0.8499
C 0.3557 2.0872 -0.4704 -0.1684 -0.1033 0.0163
C -0.2764 2.9072 0.6486 0.0743 0.1180 -0.1347
C 0.7291 3.7909 1.3874 -0.0631 0.0275 0.1375
C 1.8440 3.0338 2.1137 0.0393 -0.0883 -0.0815
C 1.3673 2.0146 3.1489 0.0840 0.1214 0.0504
C 0.5882 2.6464 4.2961 -0.0667 -0.1753 0.0294
H 1.1099 1.3966 -0.0900 0.0099 0.0226 -0.0314
H -0.4073 1.4936 -0.9823 0.0786 -0.0020 -0.0469
H 0.8271 2.7386 -1.2099 0.0259 -0.0443 0.0338
H -0.7885 2.2403 1.3503 0.0399 0.0275 0.0546
H -1.0494 3.5502 0.2159 -0.0138 -0.0183 0.0553
H 0.1875 4.4177 2.1022 0.0348 -0.0106 -0.0134
H 1.1881 4.4813 0.6722 -0.0370 -0.0328 -0.0051
H 2.4919 3.7655 2.6079 -0.0172 -0.0419 0.0000
H 2.4760 2.5226 1.3811 0.0005 0.0366 -0.0001
H 2.2426 1.5031 3.5606 -0.0302 -0.0156 -0.0565
H 0.7581 1.2396 2.6724 0.0276 0.0135 -0.0348
H 1.1986 3.3868 4.8183 -0.0538 0.0123 -0.0231
H 0.2936 1.8829 5.0196 0.0016 0.0847 0.0290
H -0.3231 3.1367 3.9465 0.0379 0.0280 0.0311
C -4.2482 -3.9902 -9.0050 -0.1318 -0.0762 0.0038
C -4.8723 -3.1670 -7.8846 0.0520 0.1126 -0.0727
C -3.8613 -2.2776 -7.1589 -0.0213 -0.0403 0.0381
C -2.7372 -3.0281 -6.4388 0.0127 -0.0082 -0.0445
C -3.2015 -4.0434 -5.3942 0.1080 0.0937 -0.0563
C -3.9714 -3.4076 -4.2449 -0.0938 -0.0912 0.1256
H -3.4893 -4.6777 -8.6284 0.0016 0.0103 -0.0347
H -5.0134 -4.5863 -9.5065 0.0912 0.0183 -0.0170
H -3.7846 -3.3411 -9.7514 0.0227 -0.0433 0.0312
H -5.3768 -3.8312 -7.1763 0.0158 0.0286 0.0178
H -5.6500 -2.5276 -8.3128 -0.0068 -0.0293 0.0523
H -4.3995 -1.6469 -6.4402 0.0053 0.0222 0.0129
H -3.4102 -1.5896 -7.8812 -0.0274 -0.0197 0.0181
H -2.0862 -2.2917 -5.9538 0.0123 -0.0458 0.0008
H -2.1114 -3.5407 -7.1737 -0.0292 0.0372 0.0066
H -2.3219 -4.5502 -4.9879 -0.0499 -0.0022 -0.0243
H -3.8122 -4.8213 -5.8604 0.0146 0.0424 -0.0033
H -3.3560 -2.6612 -3.7321 0.0079 0.0107 0.0012
H -4.2585 -4.1675 -3.5141 -0.0161 0.0856 0.0301
H -4.8884 -2.9212 -4.5921 -0.0085 -0.0205 -0.0226
C 6.6172 -0.7429 7.2524 -0.0064 -0.1620 -0.0932
C 7.2790 -0.2333 5.9774 0.0691 0.0835 0.1314
C 7.4050 1.2904 5.9333 0.0190 -0.0072 -0.1323
C 6.0762 2.0503 5.9490 -0.0406 -0.0354 0.1017
C 5.1126 1.6938 4.8168 0.0452 0.1277 -0.0002
C 5.6671 2.0165 3.4346 -0.1304 -0.1052 -0.0685
H 5.5950 -0.3739 7.3536 0.0167 0.0022 0.0315
H 6.5747 -1.8346 7.2459 -0.0196 0.0558 0.0746
H 7.1836 -0.4334 8.1340 -0.0568 0.0133 -0.0105
H 6.7279 -0.5976 5.1052 0.0193 0.0370 -0.0078
H 8.2820 -0.6646 5.9085 -0.0387 0.0091 -0.0539
H 7.9754 1.5703 5.0423 -0.0188 0.0211 0.0290
H 8.0036 1.6224 6.7880 -0.0172 -0.0282 -0.0175
H 6.2922 3.1235 5.9067 -0.0280 -0.0289 -0.0187
H 5.5719 1.8851 6.9058 0.0295 0.0031 -0.0071
H 4.1842 2.2563 4.9610 0.0082 -0.0385 0.0342
H 4.8384 0.6354 4.8658 0.0231 0.0143 0.0384
H 5.8986 3.0809 3.3480 0.0409 -0.0381 -0.0085
H 4.9326 1.7680 2.6642 0.0601 0.0452 -0.0319
H 6.5740 1.4484 3.2187 -0.0178 0.0455 -0.0001